{"formula": "C7H12N2O", "method": "wB97M-V/def2-TZVPD", "elements": ["C", "C", "C", "N", "C", "O", "C", "H", "H", "H", "H", "H", "H", "H", "H", "H", "C", "C", "N", "H", "H", "H"], "xyz": [[3.1569, 0.1023, -0.6078], [2.3502, -0.5366, 0.2170], [1.2289, -1.4294, -0.2267], [0.0254, -1.1105, 0.4918], [-1.0582, -0.9971, -0.1356], [-2.1826, -0.7272, 0.5210], [-3.3575, -0.6166, -0.2588], [3.9675, 0.7220, -0.2599], [3.0520, 0.0205, -1.6788], [2.4599, -0.4515, 1.2907], [1.4960, -2.4636, 0.0337], [1.0939, -1.3701, -1.3196], [-1.1514, -1.1309, -1.2284], [-4.1324, -0.2532, 0.4136], [-3.6528, -1.5914, -0.6584], [-3.2172, 0.0935, -1.0774], [0.2432, 1.9986, 1.1634], [-0.5036, 1.8693, -0.0497], [-1.1082, 1.7918, -1.0184], [0.2158, 1.0441, 1.6886], [1.2757, 2.2543, 0.9247], [-0.2015, 2.7816, 1.7751]], "forces_ev_per_angstrom": [[0.19, 0.11, -0.10], [-0.21, -0.15, -0.08], [0.07, -0.22, -0.24], [-0.53, 0.06, 0.41], [0.66, -0.49, -0.42], [-0.07, 0.06, 0.47], [-0.27, 0.05, -0.27], [0.11, 0.07, 0.14], [-0.10, -0.02, -0.17], [0.07, 0.04, 0.10], [0.01, 0.09, -0.13], [0.13, -0.05, 0.11], [-0.05, 0.11, 0.26], [0.03, -0.03, -0.10], [0.01, 0.05, 0.03], [-0.02, -0.01, 0.07], [0.37, 0.11, 0.58], [-0.24, 0.25, -0.46], [-0.23, -0.01, -0.42], [0.03, -0.01, 0.05], [-0.03, -0.02, 0.09], [0.05, 0.00, 0.07]], "mulliken_charge": [-0.808, -0.093, -0.529, -0.250, -0.112, -0.371, -0.685, 0.291, 0.246, 0.388, 0.264, 0.372, 0.319, 0.235, 0.310, 0.362, -0.918, 0.556, -0.485, 0.292, 0.255, 0.362], "relative_energy_kj_mol": 195.2, "charge": 0}

***

{"formula": "C31H38N2P2Sr", "method": "wB97M-V/def2-TZVPD", "elements": ["C", "C", "C", "C", "C", "C", "C", "C", "N", "Sr", "C", "P", "H", "H", "H", "H", "H", "H", "H", "H", "C", "C", "H", "C", "C", "H", "H", "H", "H", "H", "H", "H", "H", "H", "H", "H", "H", "H", "H", "N", "P", "C", "C", "C", "C", "C", "C", "C", "C", "C", "C", "C", "C", "C", "C", "C", "C", "C", "C", "H", "H", "H", "H", "H", "H", "H", "H", "H", "H", "H", "H", "H", "H", "H"], "xyz": [[0.7408, 2.7843, -4.6352], [-0.4982, 2.2714, -4.2647], [-0.5769, 1.0712, -3.5181], [0.6141, 0.4288, -3.2011], [1.8383, 0.9847, -3.4971], [1.9355, 2.1809, -4.2320], [-1.9738, 0.6761, -2.9989], [-2.3609, -0.7483, -2.5450], [-1.7747, -1.8367, -3.2839], [-0.2587, 0.0522, -0.8276], [3.0030, 0.2889, -2.8508], [2.1793, -1.2148, -2.0899], [-1.4386, 2.7729, -4.5304], [2.9190, 2.6056, -4.4566], [0.7802, 3.7022, -5.2107], [3.4675, 0.8716, -2.0368], [3.7895, -0.0598, -3.5293], [-2.2597, 1.3199, -2.1331], [-2.7030, 0.8802, -3.7998], [-2.2331, -0.9150, -1.4657], [3.5617, -1.8584, -1.1042], [2.2806, -2.3267, -3.5170], [-3.4672, -0.8236, -2.5693], [-1.2483, -1.6111, -4.6356], [-2.6517, -3.0199, -3.2445], [-0.0717, -3.1186, 0.4282], [-1.5726, -2.3949, -5.3252], [-1.5102, -0.6731, -5.1284], [-0.1648, -1.6915, -4.6115], [-2.8891, -3.4426, -4.2234], [-2.1604, -3.7994, -2.6705], [-3.6210, -2.8159, -2.7907], [3.2949, -2.2555, -3.9239], [2.0690, -3.3463, -3.1755], [1.5609, -2.0553, -4.2904], [4.4952, -1.7010, -1.6600], [3.5950, -1.3479, -0.1340], [3.3808, -2.9296, -0.9480], [-0.1836, -2.9623, -0.3480], [-0.4982, 1.6412, 0.7536], [-0.4126, 1.1201, 2.2269], [-1.8278, 0.1625, 2.8594], [-2.7023, 0.7302, 3.7993], [-3.9748, 0.2008, 4.0092], [-4.4290, -0.8685, 3.2276], [-3.5616, -1.4625, 2.3003], [-2.2447, -1.0035, 2.1821], [1.0335, 0.0333, 2.5433], [2.2846, 0.5328, 2.1521], [3.4434, -0.2222, 2.3293], [3.3664, -1.5033, 2.8953], [2.1331, -1.9833, 3.3380], [0.9725, -1.2145, 3.1864], [-0.1696, 2.3228, 3.5445], [0.0892, 1.9084, 4.8548], [0.3356, 2.8671, 5.8437], [0.3246, 4.2286, 5.4939], [0.0688, 4.6367, 4.1771], [-0.1720, 3.6732, 3.1945], [-2.4103, 1.6204, 4.3571], [-4.6245, 0.6608, 4.7618], [-5.4605, -1.2269, 3.3278], [-3.9109, -2.2820, 1.6604], [-1.5488, -1.5548, 1.5467], [2.3587, 1.5251, 1.6923], [4.4146, 0.1828, 2.0338], [4.2707, -2.1111, 2.9901], [2.0854, -2.9726, 3.8028], [0.0313, -1.5991, 3.5779], [0.0976, 0.8514, 5.1163], [0.5291, 2.5609, 6.8736], [0.5140, 4.9844, 6.2591], [0.0581, 5.7022, 3.9193], [-0.3507, 3.9158, 2.1487]], "forces_ev_per_angstrom": [[0.19, 0.23, -0.05], [-0.59, -0.63, 0.30], [0.51, 1.36, -0.62], [-1.18, -0.83, 0.72], [0.36, 1.51, -0.68], [-0.21, -0.69, 0.23], [-0.65, 0.04, -0.05], [-0.49, 0.11, -0.49], [-0.72, -0.74, -0.72], [0.86, -0.80, -0.57], [-0.17, -0.65, 0.66], [-0.19, 0.74, 0.63], [0.49, 0.08, -0.05], [-0.41, 0.05, -0.05], [-0.03, -0.01, 0.01], [-0.08, -0.03, -0.34], [0.01, 0.20, 0.01], [0.03, 0.04, -0.60], [0.32, 0.34, 0.31], [0.10, -0.20, 0.14], [0.70, -0.27, -0.23], [-0.10, -0.38, -0.11], [0.20, 0.37, -0.27], [0.38, -0.20, -0.34], [0.35, -0.22, 0.30], [-0.26, 0.38, -1.58], [-0.22, -0.05, 0.25], [-0.06, 0.10, 0.35], [-0.08, 0.35, -0.08], [0.27, 0.21, -0.08], [-0.11, -0.34, 0.17], [-0.02, 0.17, 0.25], [-0.12, -0.23, -0.03], [0.13, 0.07, -0.21], [0.24, -0.01, 0.16], [0.15, -0.29, 0.37], [0.07, -0.16, -0.24], [0.24, 0.17, 0.12], [0.26, -0.36, 1.55], [-0.19, -0.06, 2.21], [0.42, 0.41, -1.36], [-0.81, -0.34, 0.11], [-0.08, -0.12, -0.22], [-0.18, -0.26, -0.15], [0.08, 0.19, -0.03], [0.20, -0.06, 0.19], [-0.50, 0.42, 0.16], [0.16, -0.42, 0.38], [0.27, -0.11, -0.20], [-0.09, -0.21, 0.15], [-0.13, 0.30, -0.06], [0.15, -0.08, -0.05], [0.40, 0.04, -0.22], [0.23, 0.38, 0.23], [0.12, 0.71, 0.37], [-0.12, 0.17, -0.48], [-0.08, -0.05, -0.11], [0.04, -0.13, 0.22], [0.06, -0.16, 0.40], [-0.06, -0.26, -0.22], [0.19, -0.23, -0.35], [0.48, 0.13, -0.03], [0.18, 0.23, 0.42], [-0.14, 0.24, -0.08], [-0.15, -0.35, 0.16], [-0.33, -0.12, 0.04], [-0.35, 0.21, 0.04], [-0.07, 0.36, -0.13], [0.15, 0.13, -0.16], [0.01, 0.16, -0.11], [-0.03, 0.12, -0.31], [-0.05, -0.24, -0.21], [0.04, -0.46, 0.15], [0.00, 0.07, 0.17]], "mulliken_charge": [-0.625, -1.348, 2.256, -0.589, 0.320, -0.846, -2.170, -1.466, 0.634, 1.106, -1.211, 1.520, 0.395, 0.451, 0.360, 0.388, 0.496, 0.508, 0.592, 0.858, -1.173, -1.783, 0.369, -0.723, -1.091, 0.235, 0.471, 0.325, -0.059, 0.372, 0.279, 0.373, 0.450, 0.343, 0.356, 0.406, 0.097, 0.396, -0.260, -1.727, 1.422, 0.430, -0.416, -0.728, -0.435, -0.999, 0.077, 0.341, -0.349, -0.883, -0.270, -0.752, -0.150, -0.041, -0.097, -0.754, -0.371, -0.608, -0.401, 0.294, 0.388, 0.362, 0.410, 0.301, 0.448, 0.377, 0.402, 0.395, 0.431, 0.380, 0.384, 0.366, 0.377, 0.389], "charge": 0}

***

{"formula": "C22H20GaN5", "method": "wB97M-V/def2-TZVPD", "elements": ["Ga", "N", "C", "C", "C", "C", "C", "N", "C", "C", "C", "C", "C", "N", "H", "H", "H", "H", "H", "H", "H", "H", "H", "C", "N", "C", "C", "C", "C", "C", "N", "C", "C", "C", "C", "C", "C", "H", "H", "H", "H", "H", "H", "H", "H", "H", "H", "H"], "xyz": [[-0.1550, 0.4944, -0.0601], [-3.0818, -0.7579, -0.1239], [-2.4502, -0.9119, 1.0968], [-3.1625, -1.5225, 2.1309], [-2.5623, -1.6867, 3.3544], [-1.2443, -1.2538, 3.5413], [-0.6001, -0.6682, 2.4937], [-1.1955, -0.4801, 1.2798], [-2.7233, -0.1168, -1.2918], [-3.6077, -0.1889, -2.3714], [-3.2877, 0.4277, -3.5544], [-2.0828, 1.1320, -3.6631], [-1.2583, 1.1661, -2.5810], [-1.5568, 0.5421, -1.4018], [-4.0032, -1.1669, -0.1563], [-4.1767, -1.8554, 1.9547], [-3.1080, -2.1512, 4.1651], [-0.7325, -1.3787, 4.4839], [0.4275, -0.3425, 2.5720], [-4.5348, -0.7354, -2.2597], [-3.9659, 0.3646, -4.3952], [-1.7957, 1.6426, -4.5704], [-0.3265, 1.7102, -2.6094], [1.7474, -0.7624, -2.1568], [1.4904, -0.0026, -0.9244], [2.4861, 0.6286, -0.3379], [2.1890, 1.5468, 0.6895], [2.9287, 2.3606, 1.5437], [2.0107, 3.0025, 2.3826], [0.7442, 2.5586, 2.0231], [0.8405, 1.6798, 0.9992], [2.2978, 0.0794, -3.2922], [2.9273, -0.5875, -4.3403], [3.4427, 0.1162, -5.4161], [3.3512, 1.5024, -5.4523], [2.7554, 2.1769, -4.4000], [2.2338, 1.4684, -3.3224], [0.8166, -1.2641, -2.4264], [2.4671, -1.5562, -1.9428], [3.5022, 0.4841, -0.6945], [4.0028, 2.4624, 1.5508], [2.2300, 3.7099, 3.1647], [-0.2132, 2.8382, 2.4356], [3.0111, -1.6685, -4.3177], [3.9297, -0.4173, -6.2213], [3.7615, 2.0531, -6.2877], [2.7062, 3.2579, -4.4048], [1.8334, 2.0325, -2.4874]], "forces_ev_per_angstrom": [[-0.05, -0.17, 0.07], [0.09, 0.06, 0.02], [-0.12, 0.08, -0.07], [-0.02, -0.04, -0.01], [0.03, 0.02, 0.00], [-0.01, -0.04, 0.03], [0.00, -0.12, -0.01], [0.09, -0.26, -0.02], [0.02, -0.14, 0.06], [-0.06, 0.02, 0.00], [0.02, -0.01, 0.00], [-0.01, 0.02, 0.00], [-0.09, 0.09, 0.01], [-0.03, 0.15, -0.06], [-0.01, -0.01, 0.00], [0.00, 0.01, 0.02], [0.01, 0.00, -0.01], [-0.02, -0.02, 0.00], [-0.02, 0.11, 0.01], [0.00, 0.01, -0.01], [0.00, 0.02, 0.01], [-0.02, -0.02, -0.01], [0.12, -0.05, 0.01], [0.16, -0.15, 0.18], [0.13, 0.01, 0.06], [-0.07, 0.34, -0.04], [0.03, -0.30, -0.02], [0.03, 0.01, 0.03], [0.00, -0.06, 0.00], [0.12, 0.06, -0.06], [-0.16, 0.35, -0.09], [0.04, 0.00, -0.01], [-0.13, -0.03, -0.07], [0.00, 0.02, 0.00], [0.01, -0.02, -0.01], [-0.02, -0.01, 0.01], [0.05, 0.01, 0.03], [-0.02, 0.06, -0.14], [-0.05, -0.03, 0.08], [0.00, -0.01, 0.02], [-0.02, 0.01, 0.01], [0.01, 0.00, -0.02], [0.01, 0.02, 0.01], [0.01, 0.01, 0.00], [-0.01, 0.01, 0.00], [0.00, -0.01, 0.00], [0.01, -0.01, 0.00], [-0.06, 0.00, 0.01]], "mulliken_charge": [-0.446, -0.115, 1.070, -0.893, -0.345, -0.898, -0.170, 0.127, 0.975, -0.730, -0.393, -0.939, -0.122, 0.151, 0.192, 0.422, 0.458, 0.448, 0.516, 0.425, 0.461, 0.486, 0.401, -1.337, 0.260, -0.007, 0.099, -0.874, -0.770, -0.190, 0.230, 1.073, -0.685, -0.597, -0.461, -0.954, 0.145, 0.395, 0.584, 0.541, 0.508, 0.471, 0.524, 0.438, 0.418, 0.414, 0.429, 0.268], "charge": 2}

***

{"formula": "C41H28F6NOsSSb2", "method": "wB97M-V/def2-TZVPD", "elements": ["Os", "S", "C", "C", "C", "C", "C", "N", "H", "H", "H", "H", "F", "C", "C", "C", "C", "C", "C", "Sb", "C", "C", "C", "C", "F", "C", "C", "C", "C", "C", "C", "F", "C", "C", "H", "H", "H", "H", "H", "H", "H", "H", "H", "H", "H", "H", "F", "C", "C", "C", "C", "C", "C", "Sb", "C", "C", "C", "C", "F", "C", "C", "C", "C", "C", "C", "F", "C", "C", "H", "H", "H", "H", "H", "H", "H", "H", "H", "H", "H", "H"], "xyz": [[0.9188, 0.8496, -0.3600], [0.6179, 0.0077, 1.7001], [-0.2950, -1.3251, 0.9768], [-0.8882, -2.3994, 1.6023], [-1.5231, -3.3320, 0.7875], [-1.5343, -3.1536, -0.5895], [-0.9062, -2.0450, -1.1313], [-0.2906, -1.1459, -0.3576], [-0.8520, -2.5120, 2.6767], [-2.0046, -4.1952, 1.2280], [-2.0236, -3.8636, -1.2410], [-0.8842, -1.8698, -2.1991], [-2.7063, 7.0940, 3.1510], [-2.4460, 6.1409, 2.3240], [-2.6061, 4.7983, 2.7883], [-2.3355, 3.7868, 1.9135], [-1.8998, 4.0670, 0.5918], [-1.7691, 5.4350, 0.1669], [-2.0212, 6.4685, 1.0141], [-1.6200, 2.4327, -0.8359], [-2.4781, 3.5700, -2.3837], [-1.8754, 3.8162, -3.6161], [-2.5552, 4.5214, -4.5957], [-3.8371, 4.9707, -4.3215], [-4.4868, 5.6468, -5.2551], [-4.4677, 4.7329, -3.1116], [-3.7800, 4.0202, -2.1436], [0.5137, 2.8738, -1.1774], [1.2962, 3.6231, -0.2610], [2.6147, 3.9375, -0.5378], [3.1742, 3.4595, -1.7170], [4.4424, 3.7274, -1.9672], [2.4611, 2.7063, -2.6390], [1.1236, 2.4220, -2.3801], [-2.9404, 4.6436, 3.8063], [-2.4604, 2.7589, 2.2315], [-1.4689, 5.6349, -0.8551], [-1.9278, 7.5113, 0.7402], [-0.8723, 3.4801, -3.8382], [-2.1138, 4.7269, -5.5611], [-5.4761, 5.0885, -2.9521], [-4.2903, 3.8074, -1.2089], [0.8623, 3.9526, 0.6752], [3.2261, 4.5156, 0.1424], [2.9477, 2.3783, -3.5486], [0.5570, 1.8830, -3.1309], [7.2349, 1.9688, 3.5834], [6.3647, 1.4528, 2.7283], [5.0641, 1.9299, 2.7387], [4.1577, 1.3857, 1.8438], [4.5595, 0.3862, 0.9608], [5.8773, -0.0789, 0.9727], [6.7911, 0.4574, 1.8630], [3.2156, -0.4933, -0.3517], [4.0395, -0.4047, -2.2573], [3.5681, -1.1871, -3.3133], [4.1355, -1.0744, -4.5709], [5.1689, -0.1680, -4.7493], [5.7149, -0.0557, -5.9508], [5.6544, 0.6248, -3.7217], [5.0802, 0.5033, -2.4672], [2.8847, -2.4358, 0.2999], [3.0586, -2.6672, 1.6665], [2.8367, -3.9300, 2.1900], [2.4375, -4.9379, 1.3286], [2.2149, -6.1477, 1.8253], [2.2615, -4.7370, -0.0311], [2.4852, -3.4709, -0.5449], [4.7871, 2.7016, 3.4434], [3.1338, 1.7440, 1.8506], [6.2082, -0.8601, 0.2976], [7.8170, 0.1179, 1.9016], [2.7560, -1.8902, -3.1790], [3.8012, -1.6754, -5.4053], [6.4743, 1.3040, -3.9124], [5.4684, 1.1090, -1.6561], [3.3879, -1.8761, 2.3306], [2.9811, -4.1482, 3.2392], [1.9696, -5.5662, -0.6608], [2.3544, -3.3185, -1.6081]], "forces_ev_per_angstrom": [[0.17, -0.33, 0.19], [0.03, -0.15, 0.05], [0.08, 0.05, -0.01], [0.00, -0.03, -0.03], [0.01, 0.00, -0.02], [0.01, -0.01, 0.00], [0.05, 0.00, -0.02], [-0.19, 0.16, -0.09], [0.00, 0.01, 0.01], [0.00, 0.00, 0.00], [0.00, -0.01, 0.01], [-0.02, 0.01, 0.00], [0.00, 0.01, -0.02], [0.00, -0.08, 0.01], [0.02, 0.17, -0.09], [0.01, -0.09, -0.06], [-0.02, 0.12, 0.16], [0.02, -0.16, -0.16], [-0.06, -0.03, 0.17], [-0.06, 0.25, 0.15], [-0.04, 0.02, -0.23], [0.00, 0.10, -0.02], [0.03, -0.03, 0.07], [-0.08, 0.06, -0.07], [0.02, -0.01, 0.02], [0.07, -0.03, 0.05], [-0.11, -0.04, -0.02], [-0.12, 0.28, -0.16], [-0.04, -0.03, -0.03], [0.01, -0.08, -0.05], [0.04, 0.06, 0.01], [0.01, 0.00, -0.01], [0.00, -0.04, 0.03], [-0.12, -0.22, 0.06], [0.00, -0.04, 0.00], [0.00, 0.01, 0.02], [0.01, 0.02, 0.01], [0.02, -0.01, -0.04], [0.03, -0.02, 0.03], [0.00, 0.00, 0.00], [0.00, 0.00, 0.00], [0.02, -0.02, 0.01], [0.00, 0.05, -0.02], [-0.02, 0.01, 0.02], [-0.01, -0.01, -0.01], [-0.04, 0.06, -0.01], [-0.01, 0.00, -0.01], [0.05, 0.03, 0.04], [0.00, -0.05, -0.05], [-0.02, 0.05, 0.04], [0.14, 0.02, 0.07], [0.04, 0.02, 0.03], [-0.05, 0.00, -0.02], [0.07, 0.13, 0.08], [0.14, 0.03, -0.18], [-0.06, 0.04, -0.03], [-0.01, 0.03, 0.05], [0.04, 0.00, -0.07], [-0.01, 0.00, 0.01], [-0.03, -0.02, 0.04], [0.05, -0.05, -0.02], [-0.03, -0.22, 0.14], [0.01, -0.06, -0.01], [0.00, 0.05, -0.04], [-0.01, -0.09, 0.02], [0.00, 0.01, -0.01], [0.01, 0.05, 0.03], [-0.03, 0.00, -0.01], [-0.01, 0.00, 0.00], [0.00, -0.01, -0.03], [-0.03, -0.01, -0.01], [0.00, 0.00, -0.01], [0.00, 0.00, 0.02], [0.00, 0.00, 0.00], [0.00, 0.01, 0.01], [-0.02, -0.01, 0.01], [0.00, 0.01, -0.01], [0.00, 0.01, 0.01], [0.00, 0.00, -0.01], [0.02, 0.02, 0.00]], "mulliken_charge": [1.221, -0.278, 0.649, -0.755, -0.314, -0.771, -0.625, 0.074, 0.545, 0.485, 0.490, 0.541, -0.191, 0.432, -0.511, -0.416, -0.400, 0.188, -0.648, 0.988, 0.293, -0.204, -0.699, 0.216, -0.276, -0.637, -0.499, -0.992, 0.146, -0.828, 0.415, -0.375, -0.991, -0.073, 0.513, 0.473, 0.544, 0.510, 0.312, 0.497, 0.480, 0.383, 0.598, 0.557, 0.508, 0.739, -0.297, 0.245, -0.718, -0.312, 0.208, -0.233, -0.719, 1.120, 0.985, -0.656, -0.672, 0.232, -0.297, -0.706, -0.705, 0.894, -0.633, -0.724, 0.199, -0.306, -0.751, -0.620, 0.497, 0.151, 0.543, 0.489, 0.311, 0.508, 0.482, 0.435, 0.489, 0.515, 0.535, 0.196], "relative_energy_kj_mol": 0.0, "multiplicity": 5, "s_squared": 6.051, "charge": 3}

***

Number 1: E_tot -458.6145 Ha. Number 2: E_tot -2026.8601 Ha. Number 3: E_tot -3048.4758 Ha. Number 4: E_tot -3201.3458 Ha.